{
  "formula": "C18H21N2O",
  "method": "ωB97M-V/def2-TZVPD",
  "symbols": ["C", "C", "N", "C", "C", "C", "C", "C", "C", "C", "C", "C", "C", "C", "C", "C", "C", "C", "C", "H", "H", "H", "H", "H", "H", "H", "H", "H", "H", "H", "H", "H", "H", "H", "H", "H", "H", "N", "O", "H", "H", "H"],
  "xyz": [[2.647, -2.767, 0.723], [2.308, -1.331, 0.633], [3.240, -0.332, 0.580], [4.684, -0.520, 0.522], [2.599, 0.911, 0.454], [1.214, 0.682, 0.458], [0.336, 1.747, 0.226], [0.851, 3.007, 0.040], [2.229, 3.227, 0.036], [3.110, 2.191, 0.236], [1.021, -0.752, 0.569], [-0.190, -1.455, 0.396], [-1.507, -0.907, 0.507], [-1.844, 0.087, 1.453], [-3.096, 0.653, 1.464], [-4.073, 0.239, 0.563], [-5.424, 0.852, 0.574], [-3.764, -0.764, -0.350], [-2.517, -1.333, -0.379], [1.757, -3.396, 0.761], [3.245, -3.072, -0.136], [3.233, -2.960, 1.622], [5.198, 0.435, 0.442], [5.028, -1.028, 1.419], [4.941, -1.125, -0.345], [-0.723, 1.580, 0.158], [0.180, 3.837, -0.107], [2.610, 4.218, -0.154], [4.173, 2.352, 0.196], [-0.109, -2.454, 0.002], [-1.102, 0.411, 2.162], [-3.332, 1.429, 2.171], [-6.083, 0.358, -0.140], [-5.875, 0.756, 1.561], [-5.376, 1.911, 0.318], [-4.510, -1.077, -1.060], [-2.274, -2.062, -1.134], [-0.207, -0.349, -3.214], [-1.255, -1.230, -3.400], [-0.157, -0.229, -2.210], [0.614, -0.877, -3.487], [-1.798, -0.866, -4.128]],
  "atomic_forces_ev_per_a": [[0.2, 0.0, 0.0], [1.2, 0.9, -0.3], [-0.9, -1.1, 0.0], [0.0, -0.3, 0.1], [-1.0, 0.4, -0.2], [0.1, 0.7, 0.1], [0.3, -0.3, 0.0], [0.2, 0.2, 0.0], [-0.2, 0.1, 0.0], [0.4, -0.8, 0.1], [-1.8, -0.5, -0.1], [1.3, 1.0, 0.0], [-0.4, 0.2, 0.0], [0.2, -0.1, -0.2], [0.2, -0.1, 0.1], [0.0, -0.1, -0.2], [-0.4, 0.0, -0.1], [0.0, 0.1, -0.1], [0.6, -0.2, 0.2], [0.1, 0.2, 0.0], [0.1, 0.0, 0.0], [0.0, -0.1, 0.0], [-0.2, 0.0, 0.0], [0.0, 0.0, 0.1], [0.0, 0.0, -0.1], [-0.1, 0.1, 0.0], [-0.1, 0.1, -0.1], [0.1, 0.1, 0.1], [0.2, 0.2, 0.0], [-0.1, -0.4, 0.1], [0.1, 0.0, 0.2], [0.0, 0.1, 0.2], [0.0, 0.1, 0.0], [0.0, 0.1, 0.1], [0.0, 0.0, 0.1], [-0.1, -0.1, -0.1], [0.0, -0.2, -0.1], [1.0, 0.8, 0.0], [-1.9, -0.9, -0.8], [0.1, 0.2, 0.1], [0.3, 0.1, 0.0], [0.5, -0.1, 0.6]],
  "lowdin_charge": [0.021, -0.149, -0.002, 0.028, -0.136, -0.103, -0.012, -0.050, -0.056, 0.003, -0.094, 0.116, -0.211, -0.030, -0.014, -0.243, -0.030, -0.010, 0.002, 0.089, 0.104, 0.106, 0.092, 0.107, 0.107, 0.098, 0.114, 0.115, 0.108, 0.130, 0.128, 0.127, 0.086, 0.096, 0.098, 0.122, 0.112, -0.037, -0.155, 0.043, 0.076, 0.104],
  "multiplicity": 1,
  "e_above_lowest_ev": 1.301,
  "total_charge": 1,
  "orbital_gap_ev": 6.78,
  "e_homo_ev": -11.7
}